# C36H30N6OPbSi

A molecular structure, C36H30N6OPbSi (wB97M-V/def2-TZVPD, the Open Molecules 2025 dataset).

The lowest unoccupied orbital energy comes out at 0.03 eV. The gap between HOMO and LUMO is 0.304 Eh. The HOMO energy is -8.22 eV.

```
75
Properties=species:S:1:pos:R:3:forces:R:3:mulliken_charge:R:1
Pb 13.04281 13.87941 8.74785 -0.4 -0.6 -0.2 1.3090
N 18.54090 13.22102 8.81403 0.4 -0.5 0.1 0.1168
C 17.82549 14.09566 8.10213 0.3 -0.2 0.0 -0.1539
N 16.76011 13.51875 7.61617 -0.3 -0.4 0.3 -0.3321
C 16.87790 12.23051 8.10478 -1.1 0.2 -0.7 -0.0527
N 17.95788 12.00453 8.80086 0.1 0.3 0.3 -0.6494
C 15.87961 11.16728 7.81023 0.5 0.4 -0.2 0.7505
C 16.30884 9.84397 7.78869 -0.4 0.2 -0.4 -0.4317
N 15.49332 8.85928 7.42857 0.2 -0.1 0.3 -0.6036
C 14.26386 9.20339 7.09729 -0.9 -0.1 0.0 -0.3708
C 13.84019 10.53870 7.07963 0.1 -0.2 0.3 -0.1749
N 14.63775 11.52574 7.45793 0.5 0.0 0.1 -0.1343
H 19.44189 13.31738 9.24312 0.1 0.2 0.1 0.1974
H 18.17515 15.09190 7.94456 -0.1 0.5 -0.1 0.4800
H 17.33586 9.60525 8.00596 0.2 -0.1 0.2 0.4873
H 13.55570 8.38266 6.90215 0.4 0.5 -0.1 0.3848
H 12.83811 10.83810 6.82879 -0.2 -0.2 -0.1 0.4459
N 14.15838 15.54621 6.80281 0.9 0.2 0.6 -0.4531
C 13.66097 16.69326 7.49780 0.5 -0.6 -1.1 0.8779
C 14.51697 17.65631 8.00747 0.7 -0.7 -0.2 -1.0228
C 13.99828 18.76082 8.63265 -0.1 0.6 0.3 -0.4160
C 12.62826 18.93382 8.82248 0.3 -1.2 -0.6 -0.9075
C 11.78584 17.91836 8.34691 0.2 0.6 -0.4 -0.6335
C 12.28814 16.84045 7.58665 -1.0 0.2 0.8 0.3977
C 11.37282 15.85220 6.91324 -0.3 0.8 0.6 0.3973
C 10.37772 16.35830 6.07517 -0.1 -0.3 -0.3 -0.6479
C 9.51770 15.47068 5.41447 -0.4 0.6 -0.1 -0.6911
C 9.62666 14.11148 5.64412 0.0 -0.2 -0.2 -0.7076
C 10.58026 13.65610 6.54576 -0.2 -0.3 0.0 -0.4720
C 11.45433 14.48843 7.22094 0.3 0.5 -0.4 0.0343
H 15.17744 15.45129 6.76481 -0.6 0.2 0.1 0.0982
H 13.75479 15.39974 5.89596 -0.3 -0.1 -0.2 0.2742
H 15.59681 17.50498 7.83782 -0.6 0.3 0.2 0.2979
H 14.66137 19.54024 8.95182 0.3 0.2 0.2 0.3954
H 12.28751 19.84108 9.28988 -0.3 0.0 0.2 0.4224
H 10.71510 18.01656 8.49056 0.0 -0.1 -0.1 0.5258
H 10.28500 17.43761 5.94026 0.0 -0.3 -0.1 0.4600
H 8.73184 15.84719 4.74787 0.4 -0.1 0.3 0.3414
H 8.99224 13.36612 5.13913 0.2 0.6 0.2 0.4196
H 10.60341 12.60064 6.71313 0.1 -0.5 0.3 0.6105
O 11.87040 12.00670 8.77715 0.6 0.4 -0.3 -0.4551
Si 10.82302 11.19708 9.65121 -0.7 -0.5 0.0 -0.7422
C 11.70950 9.82133 10.57046 0.4 0.3 -0.5 0.3119
C 11.03757 8.75162 11.15982 0.3 0.1 0.2 -0.1411
C 11.75736 7.71890 11.73456 0.0 -0.9 0.3 -0.5964
C 13.15771 7.71750 11.73450 -0.8 0.7 -0.2 -0.5684
C 13.82646 8.82395 11.22113 0.4 -0.3 -0.2 -0.4941
C 13.11580 9.84612 10.59263 -0.4 -0.3 0.7 -0.3424
C 9.47715 10.37516 8.54835 0.8 0.6 0.4 0.8446
C 8.21171 10.09013 9.04105 -0.8 -1.2 -0.9 -0.2604
C 7.28072 9.36596 8.27409 0.3 0.0 0.0 -0.7235
C 7.62473 8.90882 6.99774 -0.1 0.6 0.9 -0.5808
C 8.87578 9.22843 6.50525 0.6 0.1 -0.3 -0.7451
C 9.79315 9.96370 7.25021 0.1 -0.1 0.0 0.0548
C 9.89815 12.20949 10.92619 -0.3 0.2 -0.6 0.5299
C 8.75012 12.92686 10.54531 0.8 -0.8 -0.5 -0.3419
C 7.99576 13.55342 11.47718 -1.4 1.1 0.8 -0.6015
C 8.29655 13.47264 12.83222 0.6 -0.2 -0.1 -0.4858
C 9.44552 12.79444 13.23014 -0.4 -0.1 -0.3 -0.7361
C 10.24906 12.18858 12.26672 -0.7 0.2 -0.2 -0.3584
H 9.95030 8.73230 11.19991 0.1 0.0 -0.1 0.3377
H 11.21936 6.87295 12.19206 0.3 0.4 -0.3 0.3410
H 13.69294 6.86744 12.11092 0.2 -0.2 0.3 0.4145
H 14.92042 8.85304 11.27559 -0.4 0.0 -0.1 0.3592
H 13.65360 10.69592 10.18980 -0.1 0.0 -0.2 0.3038
H 7.89890 10.31864 10.03596 0.1 0.5 0.6 0.4505
H 6.30312 9.13071 8.70106 0.3 0.1 -0.2 0.3779
H 6.92609 8.35476 6.39756 -0.2 -0.2 -0.1 0.4020
H 9.16839 8.87860 5.52898 0.0 0.0 -0.3 0.4202
H 10.78942 10.20019 6.82858 -0.7 -0.2 0.3 0.0228
H 8.38476 12.90400 9.52888 0.2 0.1 -0.3 0.5011
H 7.09602 14.10357 11.17442 0.3 -0.2 0.1 0.3651
H 7.62707 13.93392 13.53454 -0.1 0.1 0.3 0.4034
H 9.66653 12.63935 14.26830 0.1 0.2 0.4 0.4039
H 11.10517 11.61396 12.53032 0.6 -0.3 0.5 0.4594
```
Positions in Å, forces in eV/Å.